# 1
# C5H13NO

A cluster of 2 separate species, C5H13NO in total in a non-equilibrium geometry (ωB97M-V/def2-TZVPD, the OMol25 dataset).

Each line ends with the Mulliken charge.
Geometry (Å):
C1 -2.2239 -1.7912 1.7986  -1.2947
C2 -0.7899 -1.2744 1.7227  -0.2432
C3 -0.5340 -0.8251 0.2821  -0.6964
C4 -1.0280 0.3534 -0.1943  -0.1369
N1 -0.6746 1.5238 0.4411  -0.2267
C5 0.6053 1.5875 1.0919  -0.8174
H1 -2.5612 -2.2283 2.6988  0.4028
H2 -2.3355 -2.6431 1.1242  0.3200
H3 -2.9557 -1.0365 1.5057  0.3243
H4 -0.5823 -0.4525 2.4057  0.2346
H5 -0.1659 -2.1293 1.9958  0.2494
H6 -0.3233 -1.6793 -0.3550  0.3257
H7 -1.7337 0.4577 -1.0152  0.4135
H8 -0.9913 2.3829 0.0294  0.2859
H9 0.6622 1.0077 2.0137  0.1738
H10 1.4033 1.1619 0.4714  0.3136
H11 0.9429 2.5890 1.3478  0.3725
H12 3.5323 0.9337 -3.7430  0.3187
H13 3.7438 0.6398 -5.2519  0.3217
O1 3.7072 0.2290 -4.3826  -0.6411

Atoms 1-2, force components in eV/Å:
-0.316 0.095 -1.250
0.827 0.261 -0.086

- E_LUMO (eV) = 0.78
- charge = 0
- SMILES = CC/C=C\NC.O
- Kohn-Sham gap (eV) = 8.0
- max |F| (Eh/bohr) = 0.032
- highest occupied orbital energy (eV) = -7.22


# 2
# C14H25Cl8N3

A cluster of 7 separate species, C14H25Cl8N3 in total in a non-equilibrium geometry (ωB97M-V/def2-TZVPD, the OMol25 dataset).

Each line ends with the Mulliken charge.
Geometry (Å):
C1 -27.0033 -14.7290 2.6399  -0.2947
C2 -27.3231 -13.9565 1.4038  0.0616
N1 -27.6305 -13.3323 0.4543  -0.3509
H1 -26.9522 -13.9625 3.4132  0.3023
H2 -26.0152 -15.1889 2.6535  -0.0180
H3 -27.8604 -15.3767 2.8243  0.3114
C3 -22.1647 -18.4141 6.3896  -0.0333
C4 -20.8722 -18.0079 5.8032  0.2715
N2 -19.8720 -17.6390 5.3665  -0.4668
H4 -22.9058 -18.3017 5.5982  -0.2401
H5 -22.4261 -17.7188 7.1873  0.2408
H6 -22.2520 -19.4652 6.6649  0.2524
C5 -24.3176 -17.6724 1.6367  -0.3293
C6 -24.9676 -18.8710 2.1434  0.3685
N3 -25.4527 -19.8623 2.5191  -0.4039
H7 -24.0113 -17.0945 2.5086  -0.1926
H8 -24.9396 -17.0090 1.0358  0.2825
H9 -23.4778 -17.8950 0.9784  0.3475
Cl1 -25.1524 -17.2439 7.9244  -0.1617
C7 -26.3383 -17.1250 6.6114  -0.5118
C8 -25.7137 -17.2738 5.2089  -0.0098
Cl2 -24.4319 -16.0805 4.9525  -0.0607
H10 -26.9034 -16.1935 6.6432  0.3638
H11 -27.1370 -17.8076 6.9018  0.2796
H12 -26.4634 -16.9970 4.4676  0.3341
H13 -25.3979 -18.3063 5.0594  -0.2976
Cl3 -30.0679 -19.4754 10.8743  -0.1981
C9 -28.4981 -20.2845 10.6079  -0.3878
C10 -27.6852 -19.3293 9.7032  -0.5134
Cl4 -26.2888 -20.2690 9.1173  -0.1502
H14 -28.7432 -21.2418 10.1479  0.3183
H15 -28.0143 -20.3413 11.5830  0.3054
H16 -27.3357 -18.4875 10.3009  0.3462
H17 -28.1802 -18.9217 8.8218  0.3041
Cl5 -23.1124 -21.5143 5.5153  -0.2012
C11 -24.8284 -21.8212 5.2919  -0.1027
C12 -25.3102 -22.9137 6.3848  -0.3795
Cl6 -24.6626 -24.5357 6.0677  -0.1771
H18 -25.0070 -22.1468 4.2671  0.3725
H19 -25.4055 -20.9103 5.4508  -0.0495
H20 -26.3980 -22.9494 6.3261  0.3315
H21 -25.0476 -22.5848 7.3903  0.2071
Cl7 -20.6270 -12.3786 5.3730  0.1301
C13 -21.2776 -14.0020 4.9490  -0.2240
C14 -21.3757 -14.1823 3.4179  -0.2159
Cl8 -19.7949 -13.9114 2.6200  0.0905
H22 -22.1819 -14.2742 5.4934  0.2269
H23 -20.6099 -14.7960 5.2836  0.3320
H24 -22.1311 -13.5211 2.9933  0.4290
H25 -21.6410 -15.2130 3.1825  0.1609

Atoms 1-2, force components in eV/Å:
-0.430 1.445 -0.523
-0.458 1.144 -2.316

- E_LUMO (alpha / beta) (eV) = -3.56 / -10.80
- ⟨S²⟩ = 0.754
- charge = +1
- Kohn-Sham gap (alpha / beta) (eV) = 8.8 / 1.6
- max |F| (Eh/bohr) = 0.068
- highest occupied orbital energy (alpha / beta) (eV) = -12.37 / -12.37
- 2S+1 = 2


# 3
# C5H10O2

An isolated molecule of C5H10O2 in a non-equilibrium geometry (ωB97M-V/def2-TZVPD, the OMol25 dataset).

Each line ends with the Mulliken charge.
Geometry (Å):
C1 0.3430 0.2173 1.5667  -1.6301
C2 0.3029 -0.3861 0.1730  1.5311
O1 1.5899 -0.3358 -0.4301  -0.5767
C3 -0.3199 -1.7544 0.0841  -1.3526
C4 -0.6447 0.4183 -0.7325  0.3861
C5 -0.3883 1.7829 -1.1874  -1.2879
O2 -1.6892 -0.0478 -1.1324  -0.5567
H1 1.0067 -0.3811 2.1982  0.3985
H2 0.7475 1.2311 1.5232  0.3866
H3 -0.6572 0.2464 2.0120  0.3536
H4 2.0710 -1.0719 -0.0273  0.3890
H5 0.2738 -2.6554 0.1150  0.4517
H6 -1.1219 -1.9240 0.8426  0.2627
H7 -1.1582 2.2173 -1.8348  0.3181
H8 -0.2842 2.3754 -0.2931  0.3358
H9 0.5611 1.7975 -1.6975  0.3199
H10 -0.6324 -1.7296 -1.1797  0.2709

Atoms 1-2, force components in eV/Å:
0.008 0.086 0.125
-0.439 -0.112 -0.163

- E_LUMO (eV) = 0.77
- charge = 0
- SMILES = CC(=O)C(C)(C)O
- Kohn-Sham gap (eV) = 10.2
- max |F| (Eh/bohr) = 0.084
- highest occupied orbital energy (eV) = -9.41


# 4
# C4H7O4S

The ion C4H7O4S with charge -1 in a non-equilibrium geometry (ωB97M-V/def2-TZVPD, the OMol25 dataset).

Each line ends with the Mulliken charge.
Geometry (Å):
C1 1.4594 1.6864 0.3033  -0.7650
C2 0.5463 0.9032 0.8212  -0.7032
C3 0.7362 -1.1765 -0.9014  -1.2107
C4 -0.0289 -0.2848 0.3136  0.9175
O1 -2.2875 -1.1502 -0.3477  -0.7241
O2 -2.2425 0.9637 0.8515  -0.7058
O3 -1.4207 1.0293 -1.4936  -0.6884
O4 -0.2194 -1.2653 1.3360  -0.6046
S1 -1.6927 0.1531 -0.2687  1.2347
H1 1.7429 2.5771 0.7538  0.3108
H2 1.9552 1.4497 -0.6453  0.2122
H3 0.0299 1.2776 1.6526  0.3292
H4 1.4688 -1.8648 -0.4521  0.3145
H5 1.0525 -0.6036 -1.7867  0.3565
H6 -0.1113 -1.8635 -1.1872  0.3146
H7 -0.9879 -1.8316 1.0508  0.4119

Atoms 1-2, force components in eV/Å:
0.713 -1.348 -1.863
1.082 1.333 0.527

- E_LUMO (eV) = 3.89
- charge = -1
- SMILES = C=C[C@@](C)(O)S(=O)(=O)[O-]
- Kohn-Sham gap (eV) = 9.1
- max |F| (Eh/bohr) = 0.099
- highest occupied orbital energy (eV) = -5.21


The highest max |F| belongs to which entry? C4H7O4S


What is the max |F| in the second record? 0.068 Eh/bohr


Number 1 is which compound? C5H13NO


Among the records above, which one has the highest charge? C14H25Cl8N3